The following is a quantum chemistry calculation of 10 unconnected molecules or ions with the total composition C39H68O17, from the Open Molecules 2025 dataset.

```
124
C39H68O17 | the Open Molecules 2025 dataset | wB97M-V/def2-TZVPD
C -1.23028 33.15444 -15.24171
O -1.33617 31.79036 -15.58782
C -1.50415 30.83166 -14.62910
O -1.92476 30.97255 -13.46254
O -1.19614 29.71700 -15.16888
C -1.42870 28.50228 -14.42630
H -1.97535 33.67361 -14.63885
H -0.85984 33.63175 -16.14894
H -0.35225 33.25724 -14.60405
H -0.50887 28.67449 -13.86741
H -1.21450 27.53871 -14.88863
H -2.42425 28.31905 -14.02205
C 0.65829 20.07379 -12.38048
C 0.77510 20.32555 -10.92024
C 2.14258 20.95237 -10.66006
O 2.60874 21.27124 -11.93746
C 1.58902 21.22298 -12.94841
H -0.34571 20.18775 -12.78926
H 1.19577 19.16466 -12.65008
H 0.70404 19.37938 -10.38377
H 0.02209 20.98852 -10.49414
H 2.76049 20.21360 -10.14966
H 1.92297 21.80546 -10.01809
H 2.07601 21.05886 -13.90967
H 1.11222 22.20151 -13.00529
C 2.17345 35.49867 -9.83274
C 3.44454 35.50064 -10.50495
C 4.32586 36.17895 -9.48521
O 3.49575 37.26554 -8.94406
C 2.12976 36.67091 -8.87782
H 1.94836 34.56150 -9.32366
H 1.43939 35.68661 -10.61628
H 3.27456 36.13433 -11.37539
H 3.93722 34.58107 -10.82079
H 5.27113 36.45707 -9.95128
H 4.60838 35.46308 -8.71333
H 1.45508 37.44932 -9.23419
H 1.82893 36.25763 -7.91511
C -3.60229 22.46204 -16.36624
C -2.44517 22.43346 -17.33042
C -3.06247 22.58031 -18.73600
O -4.38425 22.76722 -18.55171
C -4.58480 23.15339 -17.17425
H -3.46482 23.00626 -15.43188
H -3.87136 21.43411 -16.12328
H -1.78739 21.58425 -17.14527
H -1.73128 23.22944 -17.11862
H -3.01249 21.61082 -19.23168
H -2.62432 23.32304 -19.40267
H -5.56458 22.79803 -16.85510
H -4.51763 24.21565 -16.93925
C -4.47358 37.38278 -20.20105
C -3.70545 38.71879 -20.57402
C -2.34352 38.52334 -19.83902
O -2.55511 37.45839 -18.89014
C -3.97281 37.20201 -18.79523
H -4.35075 36.47585 -20.79310
H -5.54959 37.55202 -20.24188
H -4.16942 39.64819 -20.24382
H -3.55274 38.69777 -21.65306
H -2.00709 39.42642 -19.32976
H -1.60578 38.18481 -20.56652
H -4.50741 37.84452 -18.09558
H -4.14224 36.17393 -18.47517
O -9.00498 32.84159 -10.61158
C -8.65018 33.15898 -11.71876
O -8.57770 34.44827 -12.06445
C -8.02099 34.63786 -13.34301
C -7.48854 33.31560 -13.79210
C -8.25327 32.32720 -12.86837
H -7.21640 35.37277 -13.31750
H -8.76950 35.01744 -14.03855
H -6.39942 33.27191 -13.79015
H -7.70742 33.03706 -14.82293
H -7.65579 31.44246 -12.64846
H -9.15598 31.84851 -13.24792
O -2.74113 42.36740 -15.84062
C -3.21678 41.65604 -14.92725
O -2.75511 40.38558 -14.74977
C -3.38650 39.73275 -13.66324
C -4.12978 40.81435 -12.88447
C -4.32692 42.03015 -13.88144
H -2.75252 39.28714 -12.89669
H -4.09658 39.00345 -14.05313
H -3.40019 40.99514 -12.09509
H -5.00671 40.25116 -12.56521
H -4.24088 43.06469 -13.54913
H -5.18628 41.93306 -14.54490
O 5.80597 34.74990 -22.86103
C 4.67223 34.79275 -22.46465
O 3.69209 35.10642 -23.29730
C 2.43561 35.15782 -22.58882
C 2.93392 35.48403 -21.21829
C 4.15677 34.62157 -21.03180
H 1.87756 34.22535 -22.67372
H 1.77751 35.96975 -22.89833
H 2.21660 35.22658 -20.43900
H 3.18108 36.54535 -21.19363
H 4.00395 33.54868 -20.91505
H 4.71525 34.94902 -20.15488
O -1.86504 27.56801 -8.45495
C -2.17863 28.57827 -7.91420
O -3.13680 28.57940 -6.90038
C -3.41786 29.87567 -6.52792
C -2.26441 30.73023 -6.99936
C -1.49092 29.93702 -8.02938
H -3.48317 30.02027 -5.44953
H -4.24173 30.28483 -7.11267
H -1.63120 31.17760 -6.23320
H -2.59820 31.58908 -7.58163
H -0.42672 29.83093 -7.81883
H -1.50843 30.40014 -9.01595
O 3.15005 27.61893 -14.91304
C 3.43935 28.82820 -15.03755
O 3.34904 29.48203 -16.18026
C 3.68585 30.82756 -16.11896
C 3.54031 31.04788 -14.57538
C 3.88031 29.77555 -13.88730
H 3.00392 31.50495 -16.63297
H 4.72066 31.00295 -16.41310
H 2.60936 31.44996 -14.17567
H 4.31616 31.78636 -14.37338
H 3.41383 29.61939 -12.91463
H 4.95340 29.58566 -13.91022
```

Output
SMILES: COC(=O)OC.O=C1CCCO1.O=C1CCCO1.O=C1CCCO1.O=C1CCCO1.O=C1CCCO1.C1CCOC1.C1CCOC1.C1CCOC1.C1CCOC1
total charge: 0



The following is a quantum chemistry calculation of a molecular structure, C13H38NbO5S5, from the Open Molecules 2025 dataset.

```
62
C13H38NbO5S5 | the Open Molecules 2025 dataset | wB97M-V/def2-TZVPD
C 1.81404 -3.30729 0.57471
C 0.88402 -2.54946 0.52453
C -0.22289 -1.68879 0.46494
Nb -2.20663 -2.88792 0.50565
H 2.38677 -4.16708 0.74734
H -0.22261 -1.16790 -0.48389
H -0.20545 -0.99360 1.29047
H -2.71152 -2.00916 2.04173
H -2.99526 -1.56185 -0.55315
H -1.69455 -3.89063 -0.97305
H -1.30943 -4.06102 1.60546
H -3.75852 -3.84762 0.62308
C 2.56097 0.38633 2.76685
S 1.73599 0.04706 4.32426
O 0.28529 -0.04034 4.04150
C 2.01069 1.66364 5.06442
H 2.45545 -0.49740 2.13736
H 2.08965 1.24147 2.28244
H 3.61756 0.58310 2.95158
H 1.57492 2.43760 4.43170
H 3.07908 1.83781 5.19414
H 1.51959 1.66390 6.03532
C 3.48893 -2.27311 -3.89603
S 4.23113 -0.69104 -3.51853
O 3.60834 0.31758 -4.42492
C 5.85011 -1.06601 -4.21194
H 2.44860 -2.24050 -3.58659
H 3.54435 -2.45081 -4.97016
H 4.01102 -3.05062 -3.34100
H 5.74501 -1.33545 -5.26335
H 6.29939 -1.88497 -3.65050
H 6.46970 -0.17613 -4.12027
C -0.68082 3.37351 7.73438
S -1.93824 2.68771 8.81659
O -1.47144 2.89628 10.21187
C -1.61861 0.97152 8.39760
H -0.67310 4.45325 7.86407
H 0.29391 2.96531 8.00195
H -0.92481 3.13101 6.69979
H -0.57941 0.72945 8.61905
H -1.83190 0.80723 7.34113
H -2.27712 0.35355 9.00298
C 0.50996 0.77740 -6.16372
S -0.06675 -0.49382 -5.03978
O 0.73980 -1.71403 -5.31765
C -1.65762 -0.71327 -5.82463
H 1.52586 1.03529 -5.86786
H 0.50472 0.39220 -7.18416
H -0.13929 1.64938 -6.07754
H -1.51679 -1.00352 -6.86750
H -2.19553 0.23340 -5.74466
H -2.19211 -1.49949 -5.29475
C -5.25026 1.88651 -3.28427
S -3.52965 2.39280 -3.35809
O -2.94497 1.76500 -4.57845
C -3.00878 1.43981 -1.93385
H -5.77178 2.34696 -4.12073
H -5.31439 0.80129 -3.35927
H -5.68519 2.22987 -2.34636
H -3.23662 0.38353 -2.07815
H -3.51770 1.81380 -1.04582
H -1.93510 1.56832 -1.81630
```

Output
relative energy (zero: lowest compared OMol25 entry of this formula, charge and spin): 4.6 kcal/mol
total charge: -1



Number 1: HOMO -9.4747 eV, energy -76346.04295 eV, largest force on an atom 5.11 eV Å⁻¹. Number 2: HOMO -4.6887 eV, energy -80049.39458 eV, largest force on an atom 1.09 eV Å⁻¹.